Computed, not measured: 2 unconnected molecules or ions with the total composition C4H14N2O in a non-equilibrium geometry, with the ωB97M-V functional and the def2-TZVPD basis.

The calculation puts the frontier orbital gap at 9.13 eV. The total energy comes out at -345.52205 a.u. Its spin multiplicity is 1. As for the net charge: 0. The SMILES is CNCCCN.O.

Geometry as XYZ:
```
21
Properties=species:S:1:pos:R:3:mulliken_charge:R:1
C -1.25 1.32 -1.32 -0.834
N -0.05 0.51 -1.52 -0.304
C 1.04 0.60 -0.56 -0.750
C 0.91 -0.24 0.73 -0.324
C -0.33 0.04 1.57 -0.617
N -0.50 1.47 1.78 -0.508
H -2.09 0.73 -0.91 0.219
H -1.56 1.77 -2.26 0.283
H -1.05 2.11 -0.61 0.329
H -0.30 -0.46 -1.61 0.210
H 1.22 1.63 -0.27 0.420
H 1.94 0.22 -1.05 0.308
H 0.99 -1.30 0.45 0.141
H 1.80 -0.05 1.35 0.326
H -1.20 -0.43 1.12 0.334
H -0.20 -0.45 2.55 0.365
H 0.28 1.84 2.31 0.202
H -1.32 1.65 2.35 0.215
O 0.24 -3.88 -1.31 -0.642
H 0.39 -3.21 -1.99 0.318
H 1.05 -3.85 -0.79 0.312
```

***

Computed, not measured: a molecular structure, C9H9BaF3O13P in a non-equilibrium geometry, with the ωB97M-V functional and the def2-TZVPD basis.

The calculation puts the frontier orbital gap at 3.27 eV. The total energy comes out at -1993.13952 a.u. Its spin multiplicity is 1. As for the net charge: -1.

Geometry as XYZ:
```
36
Properties=species:S:1:pos:R:3:mulliken_charge:R:1
Ba 0.14 0.15 -2.68 1.634
P -2.16 0.70 -4.33 0.485
O -3.40 1.05 -5.11 -0.772
O -1.22 1.98 -4.11 -0.771
O -1.36 -0.57 -4.78 -0.772
O -2.41 0.43 -2.74 -0.697
C 3.62 3.45 0.88 -0.367
C 4.28 4.05 -0.37 0.344
O 3.42 3.72 -1.40 -0.316
C 2.38 2.96 -0.95 0.575
O 1.50 2.56 -1.63 -0.456
O 2.48 2.78 0.38 -0.280
F 5.48 3.42 -0.62 -0.304
H 3.33 4.22 1.59 0.274
H 4.29 2.77 1.39 0.262
H 4.47 5.12 -0.29 0.233
C -2.31 0.65 2.51 -0.492
C -1.47 -0.47 3.10 0.273
O -0.30 -0.37 2.34 -0.275
C -0.64 0.16 1.12 0.449
O 0.03 0.12 0.15 -0.352
O -1.92 0.59 1.15 -0.250
F -2.03 -1.70 2.86 -0.280
H -2.00 1.59 2.96 0.300
H -3.38 0.49 2.62 0.321
H -1.23 -0.40 4.16 0.285
C -1.73 -4.55 0.33 -0.452
C -0.54 -3.93 1.05 0.344
O -0.26 -2.84 0.22 -0.224
C -0.64 -3.18 -1.05 0.521
O -0.38 -2.56 -2.02 -0.420
O -1.37 -4.32 -1.02 -0.335
F 0.54 -4.77 1.05 -0.317
H -2.65 -4.07 0.66 0.294
H -1.81 -5.62 0.49 0.324
H -0.74 -3.61 2.07 0.215
```

***

Computed, not measured: a molecular structure, C18H27N2O5P2SZn in a non-equilibrium geometry, with the ωB97M-V functional and the def2-TZVPD basis.

The calculation puts the frontier orbital gap at 7.67 eV. The total energy comes out at -4047.85669 a.u. Its spin multiplicity is 1. As for the net charge: +1.

Geometry as XYZ:
```
56
Properties=species:S:1:pos:R:3:mulliken_charge:R:1
Zn 0.26 0.22 -0.30 -0.301
P 1.36 1.44 -1.79 0.988
C 0.83 0.57 -3.26 -1.398
C 0.47 -0.84 -3.05 0.777
N 0.01 -1.20 -1.81 0.698
C -0.55 -2.41 -1.64 0.765
C -0.58 -3.35 -2.67 -0.990
C -0.07 -3.02 -3.92 -0.548
C 0.46 -1.75 -4.12 -1.149
C -1.08 -2.82 -0.26 -0.959
P -2.17 -1.68 0.65 1.096
H 0.84 -1.41 -5.09 0.475
H -1.01 -4.33 -2.44 0.457
H -0.09 -3.75 -4.73 0.420
H -1.69 -3.73 -0.39 0.549
H -0.24 -3.07 0.41 0.388
H -0.44 1.15 -3.55 0.152
H 1.47 0.73 -4.14 0.686
H -1.93 1.18 -2.13 0.288
O -1.51 1.45 -3.51 -0.728
H -1.81 1.62 -4.41 0.221
H -1.90 -0.34 0.34 -0.298
O -1.91 1.07 -1.08 -0.426
H -2.48 1.78 -0.71 0.206
C -3.85 -1.80 0.06 -1.206
H -4.25 -2.81 0.20 0.419
H -4.46 -1.08 0.63 0.396
H -3.88 -1.53 -1.00 0.372
C -1.94 -1.86 2.41 -1.024
H -2.14 -0.88 2.87 0.418
H -2.66 -2.59 2.79 0.394
H -0.91 -2.17 2.63 0.281
C 3.15 1.32 -1.54 -1.193
H 3.69 1.58 -2.47 0.431
H 3.43 2.01 -0.74 0.330
H 3.42 0.30 -1.22 0.319
C 0.87 3.17 -1.83 -1.206
H 1.10 3.60 -0.85 0.369
H 1.42 3.72 -2.61 0.405
H -0.21 3.25 -2.02 0.341
O 1.20 1.97 1.86 -0.691
C 1.65 0.84 2.11 0.550
N 1.36 -0.24 1.29 0.473
S 2.21 -1.65 1.59 0.910
O 1.30 -2.71 1.98 -0.772
O 3.14 -1.88 0.51 -0.637
C 2.96 -0.93 3.00 0.484
C 3.85 -1.56 3.87 -0.728
C 4.35 -0.81 4.95 -0.534
C 3.96 0.53 5.14 -0.504
C 3.07 1.13 4.25 -0.539
C 2.56 0.39 3.18 0.017
H 4.14 -2.60 3.70 0.464
H 5.06 -1.27 5.65 0.396
H 4.36 1.09 5.99 0.392
H 2.74 2.17 4.37 0.502
```

***

Computed, not measured: a molecular structure, C3H9F4KN2O12PS4 in a non-equilibrium geometry, with the ωB97M-V functional and the def2-TZVPD basis.

The calculation puts the frontier orbital gap at 7.15 eV. The total energy comes out at -4065.63240 a.u. Its spin multiplicity is 1. As for the net charge: -1.

Geometry as XYZ:
```
36
Properties=species:S:1:pos:R:3:mulliken_charge:R:1
K -3.34 -2.07 0.35 0.983
N 3.19 -3.95 2.62 -0.200
S 2.72 -2.97 1.58 1.018
O 1.35 -2.51 1.51 -0.539
O 3.52 -2.75 0.38 -0.600
F 3.21 -1.73 2.47 -0.349
S 2.50 -5.20 1.77 1.107
O 3.15 -5.66 0.51 -0.580
O 1.05 -5.31 1.83 -0.555
F 3.07 -6.32 2.81 -0.300
N -3.87 0.33 3.80 -0.215
S -3.74 -0.45 5.28 1.053
O -4.69 -0.18 6.40 -0.563
O -2.47 -1.04 5.61 -0.516
F -4.48 -1.77 4.64 -0.335
S -3.01 1.48 4.25 1.054
O -1.54 1.43 4.12 -0.563
O -3.49 2.28 5.37 -0.581
F -3.48 2.39 3.01 -0.321
C 1.52 2.87 -1.12 -0.600
O 0.62 1.82 -1.40 -0.327
P 0.14 1.49 -2.99 1.092
O -0.81 0.32 -3.17 -0.724
O 1.49 1.47 -3.89 -0.256
C 1.66 0.35 -4.73 -0.774
O -0.64 2.87 -3.33 -0.304
C -0.93 3.30 -4.67 -0.609
H 1.01 3.54 -0.43 0.250
H 1.81 3.41 -2.02 0.294
H 2.39 2.44 -0.62 0.264
H 2.67 -0.05 -4.61 0.297
H 1.41 0.50 -5.78 0.279
H 1.09 -0.52 -4.39 0.346
H -0.69 2.50 -5.37 0.240
H -0.43 4.18 -5.08 0.268
H -1.99 3.52 -4.73 0.265
```

***

Computed, not measured: a molecular structure, C3H4FeO4 in a non-equilibrium geometry, with the ωB97M-V functional and the def2-TZVPD basis.

The calculation puts the frontier orbital gap (alpha / beta) at 3.64 / 3.36 eV. The total energy comes out at -1681.26292 a.u. Its spin multiplicity is 6. The expectation value of S² is 8.77. As for the net charge: -1.

Geometry as XYZ:
```
12
Properties=species:S:1:pos:R:3:mulliken_charge:R:1
C -1.85 -0.48 -0.02 -0.283
C -0.52 0.20 0.01 -0.207
O 0.49 -0.79 -0.05 -0.080
C 1.78 -0.39 -0.01 -0.537
O 2.64 -1.30 -0.10 -0.263
O 2.06 0.83 0.09 -0.180
O -2.94 0.22 -0.10 -0.583
Fe 4.13 0.20 0.08 -0.123
H -1.91 -1.51 -0.38 0.357
H -0.42 0.80 0.92 0.265
H -0.41 0.89 -0.85 0.279
H -3.06 1.33 0.40 0.356
```

***

Computed, not measured: 2 unconnected molecules or ions with the total composition C3H12NO2 in a non-equilibrium geometry, with the ωB97M-V functional and the def2-TZVPD basis.

The calculation puts the frontier orbital gap at 11.71 eV. The total energy comes out at -326.46472 a.u. Its spin multiplicity is 1. As for the net charge: +1.

Geometry as XYZ:
```
18
Properties=species:S:1:pos:R:3:mulliken_charge:R:1
C -0.21 -0.82 0.74 -0.663
C 0.63 -1.05 -0.53 0.319
C 0.03 -2.12 -1.38 -1.371
O 0.70 0.31 -1.20 -0.491
N 0.30 0.43 1.47 -0.156
H -1.11 -0.38 0.33 0.263
H -0.42 -1.66 1.39 0.442
H 1.79 -1.18 -0.13 0.203
H -0.15 -3.04 -0.81 0.383
H 0.77 -2.38 -2.14 0.386
H -0.86 -2.01 -1.99 0.393
H 1.01 -0.07 -2.05 0.332
H -0.18 1.29 1.20 0.277
H 1.21 0.43 1.12 0.348
H 0.33 0.38 2.50 0.370
H -0.99 3.58 0.83 0.325
H -2.04 2.58 0.23 0.295
O -1.22 2.61 0.72 -0.653
```

***

Computed, not measured: a molecular structure, C16H17Cl2F5O3Pb in a non-equilibrium geometry, with the ωB97M-V functional and the def2-TZVPD basis.

The calculation puts the frontier orbital gap (alpha / beta) at 3.42 / 3.43 eV. The total energy comes out at -2458.14956 a.u. Its spin multiplicity is 1. As for the net charge: -2.

Geometry as XYZ:
```
44
Properties=species:S:1:pos:R:3:mulliken_charge:R:1
C -0.72 0.84 -2.89 0.710
C -1.55 -0.27 -2.61 0.362
C -0.73 -1.41 -2.39 0.586
C -3.03 -0.26 -2.58 -1.583
C 0.62 -0.99 -2.54 0.551
C 0.64 0.40 -2.84 0.301
C 1.84 1.23 -3.04 -1.426
C -1.19 2.21 -3.18 -1.626
C -1.21 -2.75 -2.03 -1.685
C 1.81 -1.85 -2.43 -1.533
Pb 0.89 1.36 0.96 1.652
Cl -1.54 0.32 0.77 -0.508
Cl -0.23 3.39 -0.18 -0.523
O 1.85 -0.30 0.04 -0.677
H -3.39 0.72 -2.25 0.332
H -3.39 -1.01 -1.88 0.331
H -3.45 -0.47 -3.57 0.278
H -1.90 -2.70 -1.17 0.286
H -0.38 -3.41 -1.77 0.403
H -1.76 -3.21 -2.85 0.244
H 1.59 -2.74 -1.83 0.355
H 2.63 -1.30 -1.97 0.296
H 2.14 -2.18 -3.42 0.259
H 2.64 0.92 -2.34 0.302
H 1.64 2.29 -2.87 0.337
H 2.23 1.12 -4.06 0.220
H -1.99 2.49 -2.48 0.338
H -1.59 2.29 -4.21 0.250
H -0.38 2.93 -3.07 0.336
H 2.81 -0.22 0.24 0.234
O 2.68 2.47 0.90 -0.849
H 2.46 3.19 0.30 0.259
F -1.01 -1.78 7.30 -0.343
C -0.48 -1.04 6.31 0.537
C -0.18 0.31 6.54 0.215
F -0.39 0.85 7.76 -0.318
C 0.31 1.07 5.49 0.072
F 0.64 2.36 5.69 -0.325
C 0.43 0.57 4.17 0.612
O 0.64 1.36 3.17 -0.748
C 0.24 -0.84 4.03 0.209
F 0.47 -1.41 2.83 -0.253
C -0.23 -1.62 5.06 -0.146
F -0.49 -2.94 4.88 -0.321
```

***

Computed, not measured: 4 unconnected molecules or ions with the total composition H8O4, with the ωB97M-V functional and the def2-TZVPD basis.

The calculation puts the frontier orbital gap at 11.85 eV. The total energy comes out at -305.74345 a.u. Its spin multiplicity is 1. As for the net charge: 0. The SMILES is O.O.O.O.

Geometry as XYZ:
```
12
Properties=species:S:1:pos:R:3:mulliken_charge:R:1
O -2.93 0.75 -1.58 -0.638
H -3.12 1.45 -2.20 0.321
H -2.17 1.07 -1.09 0.315
O 0.55 -3.09 1.86 -0.628
H 0.63 -3.69 1.13 0.318
H -0.09 -3.50 2.44 0.318
O 1.91 1.74 -2.07 -0.641
H 1.65 1.57 -1.16 0.320
H 2.82 1.47 -2.11 0.309
O 0.27 0.93 1.25 -0.630
H 0.48 0.02 1.43 0.329
H 0.00 1.28 2.10 0.307
```

***

Computed, not measured: 3 unconnected molecules or ions with the total composition C2H8N2O4 in a non-equilibrium geometry, with the ωB97M-V functional and the def2-TZVPD basis.

The calculation puts the frontier orbital gap (alpha / beta) at 11.00 / 5.30 eV. The total energy comes out at -491.13013 a.u. Its spin multiplicity is 2. The expectation value of S² is 0.76. As for the net charge: +1.

Geometry as XYZ:
```
16
Properties=species:S:1:pos:R:3:mulliken_charge:R:1
O 0.08 -3.15 -0.61 -0.490
C 1.02 -2.36 -0.49 0.137
N 0.89 -1.02 -0.34 -0.061
C -0.23 -0.23 0.00 0.710
N -1.45 -0.80 0.05 -0.270
O -0.06 1.02 0.26 -0.427
H 2.05 -2.67 -0.43 0.366
H 1.76 -0.45 -0.46 0.248
H -1.60 -1.81 -0.08 0.259
H -2.33 -0.27 0.01 0.260
H -1.77 2.08 0.44 0.311
H -3.07 2.44 -0.32 0.340
O -2.64 1.97 0.36 -0.546
H 3.09 1.62 1.00 0.355
H 1.64 1.94 0.40 0.382
O 2.62 1.70 0.19 -0.575
```

***

Computed, not measured: a molecular structure, C19H40HgOP2 in a non-equilibrium geometry, with the ωB97M-V functional and the def2-TZVPD basis.

The calculation puts the frontier orbital gap (alpha / beta) at 5.05 / 4.81 eV. The total energy comes out at -1658.93753 a.u. Its spin multiplicity is 1. As for the net charge: 0.

Geometry as XYZ:
```
63
Properties=species:S:1:pos:R:3:mulliken_charge:R:1
P 1.91 2.00 1.67 1.315
P 2.42 -0.43 -1.17 1.170
C 3.40 1.14 1.07 -1.119
C 3.42 0.94 -0.45 -1.215
H 3.49 0.19 1.62 0.410
H 4.25 1.77 1.38 0.654
H 3.14 1.87 -0.98 0.498
H 4.46 0.75 -0.73 0.629
C 3.82 -1.49 -1.72 -1.540
H 3.42 -2.44 -2.12 0.441
H 4.52 -1.70 -0.89 0.382
H 4.34 -0.96 -2.52 0.513
C 1.63 0.03 -2.69 -1.404
H 2.41 0.04 -3.47 0.433
H 1.17 1.02 -2.63 0.249
H 0.87 -0.72 -2.95 0.411
C 2.43 2.47 3.34 -1.663
H 1.56 2.86 3.90 0.431
H 3.20 3.26 3.28 0.480
H 2.85 1.60 3.87 0.455
C 1.65 3.50 0.76 -1.284
H 1.70 3.35 -0.33 0.382
H 2.45 4.21 1.04 0.398
H 0.69 3.95 1.02 0.384
Hg -1.59 1.58 -2.37 0.573
C 1.64 -1.64 0.06 0.358
C 2.25 -1.85 1.33 -1.177
C 1.53 -2.37 2.47 -1.459
C 0.41 -1.47 3.13 -0.726
C 0.71 -0.06 3.21 -1.252
C 0.57 0.80 2.08 0.793
C 0.06 0.31 0.63 -0.902
C 0.13 -1.14 0.18 -1.614
C -2.37 2.81 -0.78 -1.226
H 1.61 -2.58 -0.55 0.562
H 3.33 -1.84 1.39 0.687
H 2.26 -2.65 3.24 0.347
H 1.01 -3.30 2.20 0.294
H -0.54 -1.55 2.60 0.333
H 0.23 -1.88 4.14 0.504
H 0.65 0.43 4.20 0.371
H -0.14 1.59 2.44 0.744
H 0.54 0.97 -0.13 0.162
H -0.99 0.63 0.55 0.331
H -0.43 -1.81 0.86 0.526
H -0.40 -1.16 -0.79 0.454
H -2.76 3.72 -1.26 0.346
H -1.63 3.11 -0.03 0.138
H -3.18 2.28 -0.28 0.318
C -5.34 -0.51 -3.04 -1.643
C -4.38 -1.25 -2.09 1.473
C -5.03 -1.16 -0.70 -1.567
C -4.45 -2.76 -2.45 -1.662
O -3.15 -0.70 -2.11 -0.769
H -6.33 -0.98 -3.05 0.348
H -4.94 -0.48 -4.05 0.371
H -5.45 0.52 -2.69 0.371
H -6.04 -1.62 -0.69 0.377
H -4.41 -1.66 0.05 0.341
H -5.12 -0.11 -0.41 0.332
H -4.05 -2.97 -3.44 0.388
H -3.91 -3.36 -1.71 0.368
H -5.50 -3.11 -2.44 0.370
```

***

Computed, not measured: a molecular structure, C7H12N2O3 in a non-equilibrium geometry, with the ωB97M-V functional and the def2-TZVPD basis.

The calculation puts the frontier orbital gap at 8.48 eV. The total energy comes out at -609.07563 a.u. Its spin multiplicity is 1. As for the net charge: 0.

Geometry as XYZ:
```
24
Properties=species:S:1:pos:R:3:mulliken_charge:R:1
C 1.90 -0.01 1.08 0.322
C -0.02 -1.80 -1.43 0.442
C 1.54 1.31 0.33 -0.363
C 0.00 -0.64 -0.17 -0.275
C -2.04 0.20 1.65 -0.953
C 0.61 1.00 -1.87 -1.418
C -1.80 -0.73 0.49 -0.821
N 0.91 -0.92 0.86 0.026
N 0.32 0.88 -0.44 0.341
O -0.76 -1.46 -2.36 -0.664
O 2.77 -0.15 1.89 -0.615
O 0.56 -2.84 -1.15 -0.691
H 1.39 2.08 1.09 0.313
H 2.44 1.61 -0.19 0.316
H -2.37 -0.44 2.52 0.302
H -2.81 0.93 1.45 0.277
H -1.11 0.73 1.93 0.238
H -0.19 0.69 -2.48 0.495
H 0.86 1.97 -2.16 0.450
H 1.36 0.31 -2.10 0.558
H -2.43 -0.54 -0.40 0.407
H -1.86 -1.70 0.70 0.610
H 1.12 -1.97 1.00 0.344
H -0.39 1.52 -0.24 0.360
```

***

Computed, not measured: 2 unconnected molecules or ions with the total composition C4H10N in a non-equilibrium geometry, with the ωB97M-V functional and the def2-TZVPD basis.

The calculation puts the frontier orbital gap at 4.94 eV. The total energy comes out at -212.73096 a.u. Its spin multiplicity is 1. As for the net charge: +1.

Geometry as XYZ:
```
15
Properties=species:S:1:pos:R:3:mulliken_charge:R:1
C 1.74 -3.43 1.70 -0.448
C 2.06 -2.58 0.64 -0.555
H 1.97 -3.25 2.80 0.228
H 1.25 -4.44 1.53 0.216
H 1.96 -1.57 0.70 0.298
H 2.45 -3.14 -0.15 0.264
C -0.41 1.28 -0.57 -0.602
C -1.98 2.98 -1.29 -0.108
N -1.82 1.77 -0.78 -0.064
H -0.45 0.62 0.37 0.307
H 0.14 2.28 -0.44 0.278
H 0.01 0.75 -1.54 0.269
H -1.21 3.79 -1.20 0.258
H -3.05 3.39 -1.64 0.283
H -2.66 1.55 -0.12 0.378
```